{"formula": "C29H61I2N2O17P4", "method": "wB97M-V/def2-TZVPD", "gap_ev": 8.84, "homo_energy_ev": -11.566, "total_charge": 1, "max_force_ev_per_a": 5.6, "symbols": ["C", "C", "C", "C", "C", "C", "O", "O", "C", "C", "O", "C", "C", "C", "C", "C", "N", "C", "I", "C", "C", "N", "P", "O", "O", "C", "C", "C", "C", "I", "H", "H", "H", "H", "H", "H", "H", "H", "H", "H", "H", "H", "H", "H", "H", "H", "H", "H", "H", "H", "H", "H", "H", "H", "H", "H", "H", "H", "H", "H", "H", "H", "H", "H", "C", "O", "P", "O", "O", "C", "O", "C", "H", "H", "H", "H", "H", "H", "H", "H", "H", "C", "O", "P", "O", "O", "C", "O", "C", "H", "H", "H", "H", "H", "H", "H", "H", "H", "C", "O", "P", "O", "O", "C", "O", "C", "H", "H", "H", "H", "H", "H", "H", "H", "H"], "xyz": [[4.735181, -0.401342, -0.637590], [3.748744, 0.334785, -0.140969], [2.815532, 1.241539, -0.892661], [2.297723, 0.797502, -2.289991], [3.100019, 1.404823, -3.472657], [4.567299, 1.616567, -3.209205], [4.962294, 2.637153, -2.722575], [5.411632, 0.631202, -3.586718], [6.752010, 0.829615, -3.199856], [7.721836, 1.148850, -4.288620], [7.089969, 0.712060, -2.078893], [2.025825, -0.706303, -2.525021], [0.740319, -1.165996, -1.751416], [0.001353, -2.020680, -2.817678], [0.763255, -3.207934, -3.377689], [0.742201, -4.582087, -2.734487], [1.397102, -3.019698, -4.461016], [1.027887, -1.841175, -0.403777], [-0.685902, -2.988837, 0.351007], [2.292940, -2.746840, -0.424480], [2.255858, -4.033960, 0.400890], [0.025312, 0.200640, -1.677725], [-0.932052, 0.675226, -0.141746], [-0.411085, 2.125881, 0.298010], [-2.474271, 0.861363, -0.612442], [0.820773, 1.298467, -2.346770], [0.208943, 1.589392, -3.711864], [-1.135411, 2.367195, -3.607269], [-2.041524, 1.889718, -4.733557], [-0.697040, 4.436847, -4.029227], [5.570398, -0.701655, -0.021764], [4.743242, -0.780499, -1.648107], [3.621909, 0.329901, 0.936308], [1.937668, 1.350274, -0.250507], [3.271190, 2.230704, -0.923976], [3.001060, 0.768347, -4.350218], [2.706015, 2.400554, -3.642499], [7.649489, 2.206253, -4.529846], [8.706917, 0.879168, -3.931037], [7.532552, 0.559635, -5.183382], [2.865431, -1.383658, -2.515424], [1.748514, -0.706885, -3.577877], [-0.951842, -2.400206, -2.441536], [-0.223315, -1.405461, -3.686741], [1.770694, -4.829373, -2.480096], [0.456162, -5.300294, -3.498795], [0.104515, -4.651171, -1.864233], [1.862493, -3.876130, -4.758607], [1.193685, -1.098110, 0.370104], [2.607230, -3.021357, -1.424923], [3.080485, -2.153069, 0.021831], [1.999362, -3.865646, 1.441753], [1.665434, -4.824061, -0.047860], [3.281616, -4.408171, 0.414804], [-0.736789, 0.076855, -2.353901], [-0.554930, 2.836493, -0.353589], [-2.779767, 1.735805, -0.321470], [0.803955, 2.267608, -1.846118], [0.012470, 0.691756, -4.302997], [0.857861, 2.190826, -4.334110], [-1.605632, 2.240694, -2.635959], [-1.500758, 1.881276, -5.677625], [-2.906758, 2.530216, -4.874121], [-2.380498, 0.866354, -4.553759], [-4.379437, -1.803832, -0.318111], [-5.634696, -1.639069, 0.371631], [-6.879411, -0.923118, -0.437371], [-7.832457, -0.598305, 0.635417], [-7.250575, -2.261517, -1.276839], [-7.841622, -3.360912, -0.580275], [-7.190795, 0.074395, -1.662272], [-8.403875, -0.144962, -2.393389], [-3.690685, -2.309496, 0.351715], [-4.508115, -2.409955, -1.219740], [-3.965283, -0.836887, -0.580992], [-8.281539, -3.046576, 0.365511], [-7.090705, -4.129303, -0.393603], [-8.621176, -3.776067, -1.216102], [-9.226668, -0.372411, -1.717738], [-8.276409, -0.944834, -3.118329], [-8.615975, 0.782421, -2.919985], [3.855090, 5.184125, 5.457168], [3.745394, 4.629300, 4.123446], [2.390994, 3.811816, 3.721257], [2.769575, 3.117800, 2.471534], [1.502880, 5.150753, 3.480562], [1.793776, 5.967316, 2.348292], [1.170525, 2.970131, 4.352138], [-0.067183, 3.037147, 3.653857], [4.805009, 5.706233, 5.516312], [3.045165, 5.890743, 5.647297], [3.839447, 4.393732, 6.205604], [2.357781, 5.419741, 1.592680], [2.362140, 6.844252, 2.657763], [0.846191, 6.295058, 1.921931], [0.102605, 2.979216, 2.579969], [-0.614172, 3.943693, 3.903040], [-0.657652, 2.177462, 3.968255], [-1.604812, -0.805177, 3.326980], [-1.632108, -2.159411, 3.827929], [-1.162620, -2.329273, 5.404662], [-0.948983, -3.781418, 5.527827], [-2.590186, -1.834464, 5.996953], [-3.726731, -2.686752, 5.845000], [-0.295595, -1.622528, 6.557026], [-0.745242, -1.783589, 7.908215], [-1.945260, -0.811119, 2.294750], [-2.265929, -0.166060, 3.919104], [-0.585281, -0.414782, 3.359794], [-3.431587, -3.716670, 5.646921], [-4.356302, -2.325770, 5.030763], [-4.294772, -2.650323, 6.772496], [-1.067843, -2.807572, 8.089251], [-1.549668, -1.087430, 8.131202], [0.107993, -1.556696, 8.542765]], "forces_ev_per_angstrom": [[-0.2, -0.2, 0.0], [0.4, 0.0, -0.1], [-0.8, -1.3, 0.3], [-0.3, -0.2, 0.3], [0.2, -0.7, 0.3], [0.1, 0.7, 0.5], [0.2, 0.2, 0.1], [-0.5, -0.2, -0.4], [1.1, 0.2, -0.3], [-0.4, -0.5, -0.5], [-0.3, -0.3, 1.0], [0.1, 0.8, -0.2], [1.7, -0.1, -1.2], [-0.8, -0.5, 0.5], [0.4, -0.4, -0.3], [0.2, 0.4, -0.3], [-0.1, 0.4, 0.1], [0.0, -0.6, -0.1], [0.0, 0.6, -0.1], [-0.4, -0.5, 0.6], [0.8, 0.0, -0.2], [-1.7, 1.1, -1.0], [0.5, -2.2, 3.3], [-0.5, 0.3, -1.4], [0.8, 0.9, -0.8], [1.3, 0.5, -1.2], [-0.7, 0.0, 0.0], [0.7, -0.4, -1.2], [-0.3, 0.0, 0.0], [-0.2, 0.1, 0.6], [-0.3, -0.6, 0.3], [0.4, 0.6, -0.3], [0.4, 0.8, 0.1], [0.0, 0.2, 0.1], [0.0, 0.1, -0.2], [-0.2, 0.1, -0.2], [0.2, 0.1, -0.3], [0.1, 0.1, 0.0], [0.2, 0.3, 0.1], [-0.2, 0.1, -0.1], [0.2, 0.0, 0.6], [-0.1, -0.3, -0.1], [0.0, 0.1, 0.2], [0.1, 0.2, 0.0], [0.0, -0.1, 0.3], [-0.3, -0.1, 0.1], [-0.1, -0.1, 0.1], [0.0, 0.0, -0.1], [-0.2, 0.2, 0.1], [-0.1, 0.1, -0.2], [0.1, 0.2, -0.3], [-0.3, 0.0, 0.0], [-0.3, 0.0, 0.1], [0.1, -0.1, 0.0], [-0.2, -0.1, 0.2], [0.2, 0.3, 0.2], [-0.4, 0.0, -0.2], [-0.3, -0.2, 0.6], [0.1, -0.3, 0.2], [0.3, -0.1, 0.1], [-0.1, 0.3, 0.1], [0.1, 0.1, 0.0], [-0.1, 0.0, 0.1], [-0.1, 0.0, 0.1], [-0.2, -0.3, 0.0], [1.1, 2.4, -1.5], [-4.2, -3.1, 1.1], [0.6, 0.4, 0.1], [-0.1, 0.3, -0.2], [0.1, -0.3, 0.1], [2.8, 0.4, 0.5], [-0.4, 0.0, -0.4], [-0.1, 0.0, 0.1], [0.0, 0.0, 0.0], [0.1, 0.0, 0.0], [0.0, 0.1, 0.0], [0.0, 0.0, 0.0], [0.0, 0.0, 0.0], [0.1, 0.0, 0.1], [0.0, -0.1, 0.1], [0.1, 0.1, 0.1], [0.0, 0.2, 0.0], [-0.8, -1.9, 2.3], [-1.0, 1.9, -4.8], [0.2, -0.2, 0.4], [-0.3, -0.4, 0.0], [0.2, 0.3, 0.0], [1.9, 0.1, 2.1], [-0.6, 0.0, -0.2], [0.0, 0.0, -0.1], [0.0, 0.0, -0.1], [0.0, 0.0, 0.0], [0.0, -0.1, 0.1], [0.0, 0.0, 0.0], [0.0, 0.0, 0.1], [0.0, 0.0, 0.0], [0.1, 0.0, 0.0], [0.2, -0.1, 0.1], [-0.2, 0.0, 0.1], [2.4, 1.9, 0.5], [-3.7, -3.5, 2.2], [0.5, 0.3, -0.5], [0.3, 0.1, 0.3], [-0.2, 0.0, -0.2], [0.9, 1.3, -2.5], [-0.1, 0.1, 0.5], [0.0, -0.2, 0.0], [0.0, 0.0, 0.0], [0.0, 0.1, -0.1], [0.1, 0.0, 0.0], [0.0, 0.0, 0.0], [0.0, 0.0, 0.0], [0.0, 0.0, -0.1], [0.0, 0.0, -0.1], [0.1, 0.0, -0.1]]}


{"formula": "C20H55AgN6O8", "method": "wB97M-V/def2-TZVPD", "e_above_lowest_kcal_mol": 90.2, "gap_ev": [6.16, 3.78], "homo_energy_ev": [-10.772, -10.772], "multiplicity": 2, "total_charge": 1, "max_force_ev_per_a": 2.6, "s2": 0.757, "symbols": ["Ag", "N", "O", "O", "O", "C", "C", "C", "O", "C", "N", "H", "H", "H", "H", "H", "H", "H", "H", "H", "H", "H", "C", "C", "C", "O", "C", "N", "H", "H", "H", "H", "H", "H", "H", "H", "H", "H", "H", "C", "C", "C", "O", "C", "N", "H", "H", "H", "H", "H", "H", "H", "H", "H", "H", "H", "C", "C", "C", "O", "C", "N", "H", "H", "H", "H", "H", "H", "H", "H", "H", "H", "H", "C", "C", "C", "O", "C", "N", "H", "H", "H", "H", "H", "H", "H", "H", "H", "H", "H"], "xyz": [[3.544173, -0.582642, 2.030485], [-0.936207, -1.536592, 0.218245], [-0.977597, -1.734722, -0.960295], [-2.042927, -1.466182, 0.796035], [0.126363, -1.412602, 0.807295], [-2.448777, 0.549728, 6.385135], [-1.210167, -0.322032, 6.514535], [-0.637627, -0.458252, 7.970915], [-0.058087, 0.796188, 8.246975], [0.456853, 0.892158, 9.496505], [-1.445707, -1.538582, 5.780575], [-3.295707, 0.180548, 6.963505], [-2.853707, 0.668298, 5.380115], [-2.164597, 1.562678, 6.670215], [-0.388857, 0.096938, 5.933155], [0.188163, -1.167582, 8.025725], [-1.513207, -0.829002, 8.503835], [1.060273, 1.799838, 9.487325], [1.150323, 0.086948, 9.739075], [-0.281187, 0.948098, 10.296675], [-2.136107, -2.126752, 6.225005], [-1.849927, -1.331452, 4.878465], [-3.278907, -2.827122, -7.255495], [-2.773117, -3.157592, -5.896875], [-1.448757, -3.906782, -5.855905], [-1.573697, -5.306882, -6.252965], [-0.495847, -6.199522, -5.927755], [-2.696507, -1.907842, -5.180235], [-4.107397, -2.120752, -7.203025], [-3.568227, -3.793892, -7.667515], [-2.393577, -2.574252, -7.838885], [-3.517947, -3.717602, -5.331425], [-1.048807, -3.915562, -4.841965], [-0.709817, -3.325612, -6.407545], [0.013203, -5.911512, -5.007955], [0.243293, -6.215382, -6.728705], [-0.856807, -7.220912, -5.807025], [-2.249047, -2.084362, -4.292135], [-2.108957, -1.226612, -5.639375], [0.904673, 4.166018, 1.701195], [1.877233, 3.021498, 1.365465], [3.260723, 3.596118, 1.080585], [4.136323, 2.548188, 0.760195], [5.326223, 3.072558, 0.156335], [1.950073, 2.118488, 2.531545], [1.169193, 4.638388, 2.647235], [-0.101267, 3.759878, 1.807145], [0.811603, 4.983688, 0.986455], [1.438273, 2.433428, 0.559485], [3.601283, 4.272978, 1.864145], [3.215443, 4.213438, 0.183385], [5.923863, 2.192698, -0.081965], [5.910153, 3.650358, 0.872765], [5.360803, 3.782288, -0.670215], [2.118743, 2.746458, 3.304405], [1.012103, 1.829778, 2.770195], [7.443873, -3.482782, -0.768355], [6.492873, -2.325012, -0.436715], [5.537243, -1.983942, -1.635725], [4.532033, -1.125442, -1.122795], [3.674563, -0.644182, -2.145165], [5.827213, -2.571382, 0.880695], [6.829323, -4.293572, -1.159555], [7.966573, -3.828252, 0.123575], [8.178433, -3.171402, -1.511035], [7.095703, -1.442622, -0.222065], [5.116693, -2.885512, -2.081155], [6.194053, -1.526032, -2.375325], [3.041353, 0.158268, -1.766725], [3.110543, -1.423252, -2.658045], [4.266723, -0.099912, -2.880835], [6.541923, -2.740502, 1.573995], [5.435943, -3.496682, 0.776605], [-4.018067, 2.775968, -1.782595], [-5.461237, 2.314168, -1.586985], [-6.493117, 3.023048, -2.575015], [-6.315817, 4.425238, -2.621015], [-6.667197, 5.123858, -1.418395], [-5.467417, 0.843568, -1.683385], [-3.603207, 2.410738, -2.722065], [-3.398267, 2.389298, -0.973625], [-3.834937, 3.847638, -1.860695], [-5.710947, 2.585908, -0.561365], [-7.529437, 2.717588, -2.430635], [-6.327967, 2.573928, -3.554365], [-6.045107, 4.843658, -0.568335], [-7.726097, 5.035978, -1.175265], [-6.395967, 6.170188, -1.558775], [-5.116247, 0.621278, -2.603905], [-4.804267, 0.491098, -1.008035]], "forces_ev_per_angstrom": [[0.3, 0.4, -0.6], [1.0, 0.2, 1.4], [-0.5, -0.3, -1.7], [0.4, 0.0, 0.0], [-0.8, 0.1, 0.3], [0.3, 1.2, 0.6], [0.5, 0.3, -1.0], [-0.4, -0.2, -2.6], [-1.8, -0.3, -1.3], [1.3, 0.7, 1.6], [0.2, -1.9, 0.3], [0.1, 0.0, 0.4], [0.4, -0.4, -0.3], [-0.4, 0.2, 0.5], [0.1, 0.7, 0.2], [-0.3, -0.6, -0.2], [0.2, 0.5, 1.2], [-0.1, 0.1, 0.3], [0.1, -0.4, 0.0], [-0.2, 0.0, 0.0], [-0.1, -0.2, 0.3], [0.1, 0.2, -0.1], [0.4, -1.7, -0.6], [-0.4, 0.0, 1.0], [0.4, -1.5, 0.3], [0.0, 0.7, 0.1], [-0.1, 0.8, -0.3], [0.6, 0.6, 1.0], [0.3, 0.0, -0.3], [-0.5, 0.2, -0.4], [-0.3, 0.9, -0.4], [0.0, -0.4, -0.2], [-0.2, 0.1, 0.5], [0.2, -0.2, -0.7], [0.0, 0.1, 0.2], [0.1, 0.1, -0.1], [-0.4, 0.2, 0.0], [0.0, 0.2, 0.4], [0.1, 0.1, -0.4], [-0.3, 0.0, 0.0], [-0.5, 0.9, 0.6], [-1.0, -0.4, -1.3], [0.9, 0.6, -0.6], [1.4, -0.8, 1.1], [0.2, -0.3, 0.1], [0.1, -0.1, 0.1], [-0.1, 0.0, 0.1], [0.3, -0.2, -0.3], [0.5, 0.1, -0.4], [0.2, -0.3, 0.5], [-0.4, 0.3, -0.1], [0.0, 0.1, -0.2], [0.0, -0.2, 0.7], [-1.4, -0.3, -0.6], [0.7, -0.1, 0.5], [-0.4, -0.4, -0.3], [-0.6, 0.4, -0.3], [0.5, 0.4, 0.5], [0.7, -0.3, 2.1], [-0.2, 0.0, -0.4], [0.5, 0.9, -0.3], [-0.9, -0.1, -0.8], [0.3, -0.3, -0.1], [0.0, 0.1, -0.1], [0.0, -0.2, -0.1], [0.0, 0.2, -0.4], [-0.2, -0.2, 0.0], [-0.2, 0.4, -0.3], [-0.3, -0.5, 0.5], [-0.1, -0.1, 0.2], [0.2, -0.2, -0.4], [0.4, 0.3, 0.1], [-0.7, -0.3, 0.2], [0.3, 0.7, -0.6], [-0.1, 0.5, -0.1], [1.1, -1.1, 0.6], [-0.2, -0.1, 0.3], [0.6, 0.0, -0.4], [-1.0, 0.7, -0.1], [-0.1, -0.4, -0.1], [0.0, -0.1, 0.1], [-0.4, 0.2, 0.3], [-0.4, -0.1, 0.1], [-0.2, 0.2, 0.9], [0.5, 0.6, -0.4], [-0.1, -0.5, 0.1], [0.0, -0.1, 0.0], [-0.3, 0.0, -0.4], [0.1, -0.4, -0.1], [0.0, -0.2, 0.0]]}